Molecular formula: C32H27Cl4N5O2PSV
Method: DFT, ωB97M-V/def2-TZVPD

HOMO level (alpha / beta) (eV): -3.777 / -3.781
LUMO energy (alpha / beta) (eV): 2.2 / 2.2
Energy above the lowest of the compared OMol25 structures with the same formula, charge and spin (kJ/mol): 127.9
⟨S²⟩: 0.758
Molecular weight (g mol⁻¹): 769.40

```
! wB97M-V def2-TZVPD RIJCOSX def2/J DEFGRID3
* xyz -1 2
V 0.209 -0.455 0.946
Cl -1.065 1.047 2.614
C -2.157 0.568 3.956
C -2.175 1.512 4.966
C -2.973 1.295 6.078
C -3.712 0.122 6.133
C -3.653 -0.790 5.099
Cl -4.624 -2.234 5.290
C -2.889 -0.631 3.915
S -2.909 -1.739 2.602
H -1.562 2.396 4.875
H -3.014 2.018 6.880
H -4.344 -0.099 6.982
O 2.740 1.626 3.500
C 2.208 1.321 2.452
O 1.763 0.135 2.166
C 2.030 2.371 1.342
P 1.369 1.502 -0.118
C 2.935 0.993 -0.982
C 3.779 0.088 -0.332
C 4.897 -0.421 -0.973
C 5.194 -0.046 -2.276
C 4.369 0.859 -2.925
C 3.251 1.375 -2.281
C 0.766 2.762 -1.286
C 1.123 4.105 -1.188
C 0.666 5.029 -2.117
C -0.152 4.617 -3.159
C -0.513 3.279 -3.264
C -0.060 2.359 -2.332
H 2.991 2.851 1.145
H 1.333 3.130 1.708
H 3.548 -0.237 0.674
H 5.531 -1.125 -0.449
H 6.059 -0.458 -2.779
H 4.594 1.172 -3.937
H 2.625 2.083 -2.809
H 1.767 4.435 -0.383
H 0.946 6.070 -2.027
H -0.514 5.334 -3.884
H -1.163 2.947 -4.063
H -0.362 1.322 -2.405
Cl 3.025 -3.110 2.505
C 1.778 -2.341 3.527
Cl 0.154 -2.287 2.791
H 2.078 -1.313 3.697
H 1.666 -2.945 4.419
N 1.242 -2.171 -3.977
N 1.254 -2.222 -2.583
N 1.584 -3.319 -1.931
C 1.426 -2.918 -0.680
N 1.043 -1.631 -0.602
N 0.941 -1.205 -1.842
H 0.306 -2.451 -4.261
H 1.380 -1.191 -4.207
H 1.577 -3.534 0.187
C -3.284 -4.052 -2.044
C -2.311 -4.159 -1.024
C -1.800 -3.028 -0.453
C -2.205 -1.724 -0.846
C -1.613 -0.561 -0.233
C -2.165 0.635 -0.638
C -3.195 0.750 -1.608
C -3.691 -0.356 -2.225
C -3.202 -1.635 -1.842
C -3.720 -2.818 -2.431
H -3.701 -4.945 -2.494
H -1.990 -5.134 -0.684
H -1.092 -3.119 0.362
H -1.813 1.568 -0.200
H -3.568 1.736 -1.867
H -4.465 -0.289 -2.982
H -4.488 -2.719 -3.191
*
```

=====

Molecular formula: C31H36BN3O4ReS3SbSi
Method: DFT, ωB97M-V/def2-TZVPD

HOMO level (alpha / beta) (eV): -7.213 / -7.521
LUMO energy (alpha / beta) (eV): -1.9 / -1.3
Energy above the lowest of the compared OMol25 structures with the same formula, charge and spin (kJ/mol): 73.6
⟨S²⟩: 2.048
Molecular weight (g mol⁻¹): 957.71

```
! wB97M-V def2-TZVPD RIJCOSX def2/J DEFGRID3
* xyz 0 3
Re 0.994 1.153 0.790
S 3.760 3.117 4.137
Sb 3.245 0.965 3.595
S 0.783 1.255 3.072
S 3.297 1.126 1.058
C 3.076 -0.497 -2.014
Si 2.137 1.143 -2.299
C 1.969 1.315 -4.197
C 3.095 2.734 -1.846
N 0.701 1.100 -1.244
C -0.591 0.941 -1.659
C -0.974 0.715 -2.990
C -2.288 0.510 -3.359
C -3.295 0.502 -2.408
C -2.970 0.727 -1.081
C -1.658 0.960 -0.716
O -1.287 1.197 0.589
C -2.210 1.208 1.628
C -3.071 2.285 1.803
C -3.872 2.338 2.930
C -3.816 1.330 3.877
C -2.970 0.249 3.688
C -2.169 0.181 2.563
H 4.033 -0.493 -2.529
H 2.503 -1.344 -2.385
H 3.268 -0.663 -0.958
H 2.954 1.523 -4.602
H 1.324 2.138 -4.487
H 1.614 0.412 -4.682
H 4.034 2.770 -2.391
H 3.335 2.781 -0.789
H 2.524 3.624 -2.101
H -0.210 0.680 -3.740
H -2.523 0.336 -4.398
H -4.321 0.311 -2.686
H -3.735 0.705 -0.319
H -3.099 3.083 1.074
H -4.528 3.182 3.079
H -4.432 1.385 4.763
H -2.922 -0.535 4.428
H -1.488 -0.644 2.412
N -0.314 8.576 0.231
C 0.800 7.925 0.641
O 1.794 8.521 0.990
C 0.742 6.426 0.627
C 1.840 5.747 1.148
C 1.851 4.366 1.150
N 0.854 3.640 0.658
C -0.195 4.279 0.156
C -0.308 5.659 0.123
H -0.300 9.583 0.251
H -1.163 8.111 -0.031
H 2.668 6.309 1.546
H 2.697 3.828 1.560
H -0.988 3.662 -0.248
H -1.201 6.093 -0.300
C 0.441 -7.503 -1.019
C -0.515 -6.693 -0.132
C -1.813 -6.493 -0.919
C -0.863 -7.499 1.129
C 0.149 -5.388 0.285
C 1.334 -5.444 1.025
C 2.003 -4.318 1.480
C 1.451 -3.091 1.171
O 1.870 -1.827 1.466
B 0.966 -0.967 0.862
O -0.030 -1.699 0.228
C 0.280 -3.016 0.416
C -0.385 -4.141 -0.030
H -0.030 -8.439 -1.309
H 1.368 -7.736 -0.504
H 0.680 -6.946 -1.921
H -2.227 -7.470 -1.165
H -1.639 -5.963 -1.850
H -2.555 -5.958 -0.333
H -1.341 -8.435 0.850
H -1.551 -6.935 1.753
H 0.020 -7.730 1.715
H 1.761 -6.405 1.258
H 2.916 -4.395 2.046
H -1.287 -4.035 -0.609
*
```

=====

Molecular formula: C4H10ClN3O
Method: DFT, ωB97M-V/def2-TZVPD

HOMO level (alpha / beta) (eV): -17.210 / -18.078
LUMO energy (alpha / beta) (eV): -11.0 / -9.2
Energy above the lowest of the compared OMol25 structures with the same formula, charge and spin (kJ/mol): 546.9
Molecular weight (g mol⁻¹): 151.60

```
! wB97M-V def2-TZVPD RIJCOSX def2/J DEFGRID3
* xyz 2 1
C -2.525 0.379 -0.255
C -0.197 0.273 0.162
C 0.812 -3.374 -0.393
C 1.156 2.282 0.652
N -3.625 1.008 -0.562
N -1.381 0.974 0.007
N 0.722 -2.402 0.510
O 0.868 0.871 0.478
Cl -2.567 -1.335 0.116
H 0.313 -3.115 -1.295
H 0.518 -4.298 -0.032
H 1.869 -3.693 -0.740
H 2.249 2.339 0.872
H 0.564 2.624 1.505
H 0.653 2.849 -0.165
H -3.735 1.965 -0.428
H -4.557 0.769 -0.772
H -1.336 1.972 0.147
H 1.502 -2.197 1.175
*
```